1.
An isolated molecule of C8H14O2Si in a non-equilibrium geometry, computed with ωB97M-V/def2-TZVPD.

* energy relative to the best compared isomer or geometry (same formula, charge and spin): 23.97 kcal per mole
* net charge: 0
* spin multiplicity: 1
* E_HOMO: -9.52 eV

Each line ends with the Mulliken charge.
Cartesian coordinates (Å):
C -1.609 -2.489 -0.813  -1.056
C -1.689 -1.150 -0.512  0.333
C -2.632 -0.779 0.623  -0.668
O -2.944 0.599 0.545  -0.351
C -2.148 1.238 -0.329  0.018
O -2.247 2.416 -0.542  -0.581
C -1.131 0.327 -0.913  0.524
Si 0.586 0.714 -0.096  0.126
C 0.350 1.202 1.730  -1.075
C 1.296 2.174 -1.088  -1.080
C 1.626 -0.878 -0.210  -1.103
H -0.956 -2.867 -1.579  0.305
H -2.208 -3.184 -0.260  0.267
H -3.569 -1.340 0.593  0.424
H -2.152 -0.966 1.595  0.196
H -1.060 0.436 -1.992  0.602
H -0.195 2.138 1.816  0.341
H -0.197 0.447 2.289  0.331
H 1.309 1.332 2.223  0.396
H 2.114 2.653 -0.560  0.347
H 1.667 1.866 -2.062  0.313
H 0.522 2.918 -1.248  0.348
H 2.610 -0.723 0.221  0.359
H 1.157 -1.695 0.331  0.345
H 1.762 -1.201 -1.237  0.341



2.
An isolated molecule of C8H14O5S in a non-equilibrium geometry, computed with ωB97M-V/def2-TZVPD.

* energy relative to the best compared isomer or geometry (same formula, charge and spin): 53.92 kcal per mole
* net charge: 0
* spin multiplicity: 1
* E_HOMO: -8.44 eV

Each line ends with the Mulliken charge.
Cartesian coordinates (Å):
C -0.160 -0.892 1.096  0.564
C 1.055 1.849 0.124  0.675
C -1.393 -1.149 3.361  -1.318
C 2.373 2.153 -1.785  -1.106
C -1.611 -2.066 -2.715  -0.571
C -1.111 -1.663 1.974  -0.158
C 2.228 2.704 -0.415  -0.238
C 0.792 -0.064 1.668  -0.585
O -0.190 -0.996 -0.219  -0.558
O -0.108 1.809 -0.214  -0.691
O -0.829 0.506 -2.393  -0.451
O 1.585 0.877 0.949  -0.330
O -2.336 -1.299 -1.696  -0.355
S -1.457 0.092 -1.193  0.873
H -1.662 -0.101 3.191  0.366
H -0.527 -1.129 3.910  0.299
H -2.166 -1.679 3.903  0.382
H 3.240 2.580 -2.376  0.302
H 2.231 1.046 -1.820  0.307
H 1.468 2.319 -2.349  0.317
H -1.034 -1.440 -3.484  0.284
H -2.421 -2.544 -3.178  0.272
H -1.017 -2.751 -2.197  0.236
H -0.869 -2.732 1.995  0.326
H -2.054 -1.725 1.451  0.262
H 3.118 2.632 0.222  0.264
H 1.740 3.665 -0.502  0.260
H 1.115 -0.005 2.691  0.372



3.
An isolated molecule of C8H14Si in a non-equilibrium geometry, computed with ωB97M-V/def2-TZVPD.

* energy relative to the best compared isomer or geometry (same formula, charge and spin): 75.55 kcal per mole
* net charge: 0
* spin multiplicity: 1
* E_HOMO: -8.51 eV

Each line ends with the Mulliken charge.
Cartesian coordinates (Å):
C -2.949 0.010 0.108  -0.591
C -1.256 1.376 -0.903  -0.230
C -1.896 -0.591 0.712  0.415
C -0.415 0.644 -0.191  -0.157
C -2.718 1.214 -0.711  -0.237
C -1.432 -1.643 1.582  -1.009
C 2.496 -0.926 0.332  -1.054
C 2.222 1.885 -1.228  -0.996
Si 1.441 0.693 0.185  0.305
H -3.967 -0.203 0.592  0.250
H -0.910 2.096 -1.653  0.349
H -3.129 1.111 -1.684  0.285
H -3.202 2.110 -0.220  0.228
H -0.539 -1.236 2.124  0.206
H -1.274 -2.641 0.962  0.220
H -2.229 -2.096 2.307  0.342
H 3.510 -0.709 0.142  0.366
H 2.381 -1.307 1.340  0.284
H 2.334 -1.667 -0.459  0.333
H 3.306 2.049 -1.268  0.345
H 1.965 1.259 -2.076  0.267
H 1.689 2.836 -1.177  0.240
H 1.513 1.342 1.476  -0.160



4.
A structure of composition C8H15AsBF6N2O3Pd, computed with ωB97M-V/def2-TZVPD.

* energy relative to the best compared isomer or geometry (same formula, charge and spin): 13.21 kcal per mole
* net charge: -2
* <S²>: 0.752
* spin multiplicity: 2
* E_HOMO (alpha / beta): -2.84 / -2.73 eV

Each line ends with the Mulliken charge.
Cartesian coordinates (Å):
Pd -0.585 1.835 1.768  0.635
O -1.595 -0.602 1.019  -0.671
C -1.304 -0.916 -0.124  0.257
C -0.293 -0.119 -0.918  0.723
C 0.537 -0.899 -1.933  -0.276
C -0.169 -1.096 -3.272  -0.954
C -1.630 -1.523 -3.111  -0.636
C -1.817 -2.574 -2.020  -0.703
N -1.913 -2.015 -0.683  -0.121
H 0.361 0.338 -0.178  -0.442
H -0.817 0.721 -1.386  0.132
H 0.808 -1.868 -1.504  0.311
H 1.480 -0.374 -2.080  0.130
H 0.368 -1.852 -3.855  0.401
H -0.129 -0.168 -3.850  0.309
H -2.009 -1.919 -4.057  0.409
H -2.254 -0.662 -2.857  0.319
H -1.010 -3.316 -2.089  0.244
H -2.753 -3.110 -2.195  0.428
H -2.509 -2.486 -0.022  0.298
O -0.687 2.931 -0.117  -0.581
C -1.798 3.530 0.008  0.022
O -2.619 3.397 0.922  -0.613
H -2.038 4.240 -0.814  0.367
F 2.286 0.841 0.514  -0.513
As 3.794 0.555 -0.303  1.980
F 4.285 2.196 -0.035  -0.502
F 3.070 1.012 -1.823  -0.505
F 5.301 0.239 -1.129  -0.533
F 3.303 -1.095 -0.601  -0.499
F 4.525 0.075 1.196  -0.500
B -0.334 0.652 6.439  -0.156
C -0.424 1.031 4.896  0.127
N -0.487 1.312 3.780  -0.493
H -0.696 1.620 7.086  -0.133
H 0.822 0.368 6.692  -0.125
H -1.070 -0.300 6.637  -0.132



5.
A structure of composition C8H15CaN12OSSe2 in a non-equilibrium geometry, computed with ωB97M-V/def2-TZVPD.

* energy relative to the best compared isomer or geometry (same formula, charge and spin): 0.00 kcal per mole
* net charge: -1
* spin multiplicity: 1
* E_HOMO: -4.95 eV

Each line ends with the Mulliken charge.
Cartesian coordinates (Å):
Ca 3.450 5.753 11.241  1.527
C 2.037 9.107 8.281  -1.019
Se 3.647 8.373 9.092  0.103
C 4.229 7.067 7.693  -0.724
C 3.232 5.979 7.273  -0.470
Se 1.855 5.542 8.647  -0.001
C 1.518 3.720 8.035  -0.526
H 1.806 10.026 8.838  0.329
H 1.211 8.389 8.401  0.315
H 2.213 9.330 7.227  0.305
H 5.106 6.613 8.180  0.218
H 4.582 7.630 6.818  0.421
H 3.765 5.045 7.092  0.355
H 2.684 6.284 6.360  0.355
H 2.466 3.186 8.138  -0.128
H 1.118 3.736 7.015  0.328
H 0.796 3.343 8.759  0.314
N 5.408 8.976 12.125  -0.070
C 4.080 8.973 12.489  0.347
N 3.475 10.110 12.889  -0.445
N 2.219 9.718 13.195  -0.506
N 2.085 8.430 13.012  -0.504
N 3.255 7.882 12.544  -0.053
C 6.128 7.980 11.514  0.351
N 7.326 8.238 10.969  -0.462
N 7.752 7.039 10.528  -0.655
N 6.848 6.113 10.793  -0.155
N 5.770 6.673 11.399  -0.202
H 5.816 9.919 12.106  0.224
O 0.388 3.812 11.122  -0.661
C 1.489 3.716 11.678  0.934
N 2.638 3.645 12.116  -1.080
N 5.398 3.316 10.810  -0.275
C 5.826 3.115 9.531  0.319
N 7.125 3.432 9.304  -0.431
S 4.815 2.563 8.279  -0.419
H 6.043 3.254 11.602  0.166
H 4.451 3.012 11.055  0.306
H 7.543 4.189 9.852  0.322
H 7.430 3.334 8.352  0.245



6.
An isolated molecule of C8H15ClN2 in a non-equilibrium geometry, computed with ωB97M-V/def2-TZVPD.

* net charge: 0
* spin multiplicity: 1
* E_HOMO: -8.67 eV

Each line ends with the Mulliken charge.
Cartesian coordinates (Å):
C 0.702 -0.783 1.990  -1.457
C -0.375 -0.641 0.903  1.259
C -1.651 -0.126 1.479  -1.383
C -0.723 -2.107 0.466  -1.671
N 0.153 0.112 -0.198  0.306
N -0.325 -0.212 -1.466  -0.517
C 0.730 0.101 -2.437  -0.525
C 1.421 1.382 -2.143  -0.255
C 1.247 2.053 -1.037  -0.662
C 0.214 1.687 -0.073  -0.118
Cl -1.373 2.414 -0.439  -0.161
H 1.717 -0.536 1.477  0.325
H 0.587 -0.094 2.948  0.293
H 0.778 -1.877 2.246  0.355
H -2.533 -0.407 0.865  0.380
H -1.753 1.056 1.624  0.272
H -1.655 -0.693 2.512  0.360
H -1.905 -2.135 0.255  0.232
H -0.098 -2.518 -0.335  0.336
H -0.642 -2.707 1.294  0.632
H -1.225 0.222 -1.736  0.294
H 0.415 -0.051 -3.375  0.549
H 1.590 -0.730 -2.177  0.176
H 2.451 1.461 -2.754  0.238
H 1.723 3.015 -0.843  0.396
H 0.528 2.112 0.952  0.346



7.
A structure of composition C8H15F7NO2P in a non-equilibrium geometry, computed with ωB97M-V/def2-TZVPD.

* energy relative to the best compared isomer or geometry (same formula, charge and spin): 0.00 kcal per mole
* net charge: 0
* spin multiplicity: 1
* E_HOMO: -7.43 eV

Each line ends with the Mulliken charge.
Cartesian coordinates (Å):
C 2.841 0.138 1.153  -1.059
C 3.103 -0.044 -0.342  -0.251
C 1.952 0.575 -1.158  -0.584
N 0.953 -0.351 -1.802  -0.248
P -0.232 -0.403 -0.709  0.298
O -1.119 0.844 -0.885  -0.319
C -1.389 1.704 0.295  0.039
C -1.790 3.063 -0.207  -1.284
C -1.245 -1.944 -1.044  0.855
F -0.401 -2.995 -1.180  -0.278
F -1.857 -1.716 -2.228  -0.273
C -2.358 -2.319 -0.041  0.567
F -3.176 -1.264 0.092  -0.253
F -3.038 -3.351 -0.575  -0.278
C -1.888 -2.782 1.359  0.589
F -1.282 -3.947 1.274  -0.240
F -2.934 -2.878 2.152  -0.232
F -1.037 -1.889 1.868  -0.237
H 2.055 -0.512 1.525  0.189
H 2.541 1.169 1.300  0.306
H 3.721 -0.107 1.747  0.396
H 3.303 -1.096 -0.558  0.300
H 3.972 0.528 -0.649  0.335
H 1.392 1.266 -0.509  0.065
H 2.360 1.216 -1.929  0.380
H 1.333 -1.244 -2.098  0.343
H 0.283 -0.424 0.576  0.069
H -0.481 1.782 0.893  0.361
H -2.183 1.247 0.879  0.320
H -2.270 2.950 -1.175  0.278
H -0.902 3.672 -0.345  0.290
H -2.474 3.534 0.488  0.377
O 1.116 2.443 0.580  -0.942
H 1.128 3.135 1.250  0.121



8.
A cluster of 3 separate species, C8H15FNO4 in total in a non-equilibrium geometry, computed with ωB97M-V/def2-TZVPD.

* net charge: -1
* spin multiplicity: 1
* E_HOMO: -4.49 eV

Each line ends with the Mulliken charge.
Cartesian coordinates (Å):
C 5.464 1.308 0.550  -0.256
C 4.282 0.731 0.366  -0.529
C 3.009 -0.235 0.071  0.425
N 1.809 0.308 0.782  -0.284
F 0.761 0.556 -0.066  -0.087
C 3.350 -1.745 0.541  0.364
O 3.045 -2.100 1.749  -0.669
O 3.930 -2.613 -0.408  -0.740
H 6.596 1.530 0.641  0.342
H 2.861 -0.226 -1.069  0.185
H 2.028 1.121 1.380  0.254
C -2.668 0.798 -2.444  -0.892
C -1.573 1.808 -2.725  -0.066
O -1.983 3.102 -2.297  -0.534
H -3.591 1.079 -2.960  0.322
H -2.370 -0.201 -2.772  0.298
H -2.898 0.763 -1.375  0.183
H -1.362 1.855 -3.796  0.275
H -0.650 1.541 -2.202  0.124
H -2.159 3.052 -1.347  0.304
C -2.045 -1.046 2.770  -1.018
C -2.091 -1.956 1.559  -0.260
O -2.125 -1.182 0.367  -0.457
H -2.917 -0.386 2.788  0.262
H -2.023 -1.628 3.695  0.350
H -1.159 -0.403 2.738  0.292
H -2.987 -2.580 1.584  0.270
H -1.214 -2.610 1.529  0.297
H -1.322 -0.638 0.349  0.247